Record 1
The following is a quantum chemistry calculation of C12H23N2O3P2Sc as an isolated structure at a distorted geometry, from the OMol25 dataset.

Last column: natural (NBO) charge in e.
Positions of all 43 atoms, in Å:
Sc1 -0.630 -1.151 0.017  1.539
P1 -2.248 -0.016 -1.627  0.863
P2 1.210 -0.459 2.324  1.395
O1 0.746 -3.734 1.270  -0.941
O2 -3.837 0.338 2.339  -0.461
O3 0.050 -2.166 -1.808  -0.966
N1 0.575 0.703 -0.439  -0.669
N2 -1.980 -0.886 1.453  -0.996
C1 -2.850 1.712 -1.690  -0.895
C2 -0.689 0.308 -2.450  -0.879
C3 1.994 2.773 -1.688  -0.103
C4 -3.171 -0.885 -2.962  -0.905
C5 -2.914 -0.277 1.912  0.879
C6 1.440 1.475 0.266  0.222
C7 2.117 2.544 -0.318  -0.266
C8 2.761 -1.342 2.426  -0.951
C9 1.144 1.966 -2.417  -0.246
C10 0.355 1.017 -1.767  0.238
C11 0.529 -0.298 3.938  -0.953
C12 1.620 1.195 1.744  -0.778
H1 2.627 -2.343 2.853  0.293
H2 -4.105 -1.260 -2.517  0.262
H3 -0.170 -3.808 0.930  0.477
H4 -0.696 0.337 -3.539  0.267
H5 -0.116 0.590 3.979  0.297
H6 3.316 -0.671 3.081  0.264
H7 -1.997 2.382 -1.502  0.249
H8 0.995 2.061 -3.491  0.251
H9 1.242 -4.463 0.836  0.517
H10 2.659 1.316 2.061  0.286
H11 0.981 1.852 2.348  0.281
H12 2.753 3.180 0.299  0.247
H13 1.019 -2.375 -1.861  0.520
H14 -2.595 -1.743 -3.341  0.256
H15 -3.263 1.896 -2.694  0.264
H16 -3.604 1.824 -0.902  0.252
H17 0.981 -0.884 0.965  -0.047
H18 1.412 -0.128 4.576  0.307
H19 3.220 -1.410 1.433  0.274
H20 2.549 3.565 -2.191  0.257
H21 -0.015 -1.179 4.294  0.312
H22 -0.009 -1.364 -2.352  0.523
H23 -3.404 -0.192 -3.786  0.264

Properties
Charge: +2
E_LUMO (alpha / beta) (eV): -8.00 / -8.00


Record 2
The following is a quantum chemistry calculation of a 2-piece molecular cluster, C4H8N2 overall at a distorted geometry, from the OMol25 dataset.

Last column: natural (NBO) charge in e.
Positions of all 14 atoms, in Å:
N1 0.783 -0.898 3.068  -0.540
N2 0.285 0.050 2.439  0.020
C1 -1.265 -0.021 -1.664  -0.646
C2 0.064 0.421 -1.165  -0.189
C3 -0.434 0.957 2.122  -0.043
C4 1.174 -0.336 -1.271  -0.392
H1 1.781 -0.898 3.151  0.351
H2 2.242 0.044 -0.982  0.201
H3 -1.963 -0.103 -0.911  0.210
H4 -1.258 1.229 1.636  0.217
H5 0.254 1.142 -0.341  0.199
H6 -1.722 0.687 -2.288  0.220
H7 1.111 -1.291 -1.690  0.177
H8 -1.053 -0.983 -2.104  0.215

Properties
Relative energy (zero: lowest compared OMol25 entry of this formula, charge and spin) (kJ/mol): 490.3
E_LUMO (eV): 0.88


Record 3
The following is a quantum chemistry calculation of a 2-piece molecular cluster, C9H14O overall at a distorted geometry, from the OMol25 dataset.

Last column: natural (NBO) charge in e.
Positions of all 24 atoms, in Å:
O1 -1.840 1.117 -1.775  -0.670
C1 1.940 0.884 -0.142  -0.036
C2 -1.804 -2.564 0.586  -0.614
C3 -0.576 1.072 -1.249  0.301
C4 -2.415 -1.350 1.384  -0.604
C5 -0.080 2.165 -0.536  -0.303
C6 3.391 0.835 0.288  -0.631
C7 1.182 2.040 0.046  -0.203
C8 0.161 -0.107 -1.418  -0.266
C9 1.373 -0.251 -0.760  -0.192
H1 -1.720 -0.566 1.673  0.206
H2 1.456 2.708 0.868  0.215
H3 3.700 -0.114 0.710  0.220
H4 -2.710 -3.126 0.312  0.211
H5 -1.039 -2.235 -0.108  0.210
H6 -1.213 -3.105 1.325  0.195
H7 1.711 -1.263 -0.591  0.216
H8 -3.276 -1.017 0.821  0.199
H9 -0.584 3.123 -0.486  0.214
H10 3.641 1.768 0.757  0.218
H11 -0.229 -0.926 -2.006  0.226
H12 -2.805 -1.815 2.287  0.195
H13 -2.289 1.849 -1.355  0.476
H14 4.022 0.877 -0.630  0.216

Properties
Relative energy (zero: lowest compared OMol25 entry of this formula, charge and spin) (kJ/mol): 109.2
E_LUMO (eV): 0.90
Structure (SMILES): Cc1ccc(O)cc1.CC


Record 4
The following is a quantum chemistry calculation of one molecule with the formula C4H5NO at a distorted geometry, from the OMol25 dataset.

Last column: natural (NBO) charge in e.
Positions of all 11 atoms, in Å:
O1 -1.953 1.054 -1.104  -0.586
N1 -0.434 0.693 0.644  -0.630
C1 0.858 0.375 -0.003  -0.298
C2 1.053 -1.047 -0.348  -0.039
C3 1.234 -2.204 -0.628  -0.206
C4 -1.623 0.953 0.048  0.551
H1 -0.821 0.674 1.596  0.412
H2 0.938 0.968 -0.927  0.253
H3 1.692 0.701 0.630  0.238
H4 1.371 -3.237 -0.867  0.239
H5 -2.315 1.070 0.958  0.065

Properties
Relative energy (zero: lowest compared OMol25 entry of this formula, charge and spin) (kJ/mol): 237.3
E_LUMO (eV): 0.78
Structure (SMILES): C#CCNC=O


Record 5
The following is a quantum chemistry calculation of C21H39AsF7N3OS3 as an isolated structure at a distorted geometry, from the OMol25 dataset.

Last column: Löwdin charge in e.
Positions of all 75 atoms, in Å:
As1 -3.265 5.863 1.950  0.700
S1 -1.489 1.970 3.927  0.877
S2 -0.754 0.552 -6.307  0.858
S3 -0.343 -0.748 3.557  0.715
F1 1.616 -2.564 0.990  -0.034
F2 -1.567 6.013 1.560  -0.283
F3 -3.655 5.914 0.254  -0.277
F4 -3.409 7.588 2.049  -0.263
F5 -4.948 5.687 2.337  -0.267
F6 -3.115 4.121 1.849  -0.294
F7 -2.860 5.786 3.640  -0.271
O1 5.560 -3.621 -5.266  -0.061
N1 1.313 -0.428 -2.473  0.005
N2 -2.298 0.305 2.009  -0.177
N3 1.377 -0.562 -4.939  0.089
C1 -3.890 -1.551 4.204  -0.233
C2 0.992 2.382 2.642  -0.332
C3 -4.338 -1.021 2.817  -0.185
C4 -0.120 0.019 -2.312  -0.077
C5 0.538 0.036 -5.628  -0.735
C6 3.099 -1.776 -3.230  -0.251
C7 -0.946 -0.758 -1.287  -0.155
C8 1.645 -1.873 -2.627  -0.185
C9 3.489 -2.837 -4.277  -0.124
C10 1.795 -2.736 -1.347  -0.090
C11 -0.297 3.063 3.065  -0.456
C12 2.273 -2.007 -0.089  -0.187
C13 -1.399 0.391 3.066  -1.060
C14 -3.101 -2.887 4.140  -0.115
C15 4.874 -3.477 -4.029  -0.236
C16 -0.834 -0.172 0.126  -0.172
C17 -1.961 -0.704 1.023  -0.229
C18 -3.718 0.318 2.408  -0.182
C19 3.315 -0.268 -3.621  -0.051
C20 2.151 3.376 2.469  -0.110
C21 1.843 0.163 -3.750  -0.260
H1 1.313 1.614 3.346  0.072
H2 -5.407 -0.816 2.918  0.110
H3 5.446 -2.809 -3.378  0.118
H4 3.802 0.135 -2.727  0.124
H5 2.623 3.575 3.434  0.073
H6 1.811 1.248 -3.828  0.172
H7 -3.893 1.044 3.198  0.103
H8 3.347 -2.115 0.070  0.128
H9 -4.275 0.679 1.538  0.125
H10 -0.729 -1.829 -1.279  0.110
H11 0.852 -3.229 -1.117  0.117
H12 2.031 -0.941 -0.065  0.101
H13 -4.254 -1.803 2.060  0.100
H14 -0.107 3.899 3.737  0.088
H15 2.937 2.957 1.839  0.058
H16 6.163 -2.885 -5.387  0.086
H17 2.500 -3.526 -1.600  0.125
H18 -3.728 -3.740 4.385  0.065
H19 3.942 -0.071 -4.482  0.130
H20 -0.093 1.061 -1.987  0.146
H21 -0.843 3.481 2.220  0.053
H22 -2.670 -2.977 3.145  0.042
H23 1.824 4.343 2.085  0.076
H24 -2.836 -0.812 0.374  0.123
H25 4.781 -4.467 -3.589  0.121
H26 3.777 -1.978 -2.398  0.116
H27 0.144 -0.359 0.567  0.076
H28 -1.758 -1.703 1.419  0.095
H29 2.706 -3.598 -4.329  0.120
H30 0.928 -2.382 -3.262  0.160
H31 -1.984 -0.688 -1.614  0.125
H32 -4.798 -1.774 4.768  0.096
H33 0.836 1.891 1.675  0.080
H34 1.831 0.103 -1.773  0.178
H35 -3.365 -0.787 4.776  0.094
H36 -0.646 0.013 -3.265  0.110
H37 -1.042 0.897 0.031  0.128
H38 3.536 -2.377 -5.263  0.112
H39 -2.277 -2.832 4.853  0.052

Properties
E_LUMO (eV): -1.76


Record 6
The following is a quantum chemistry calculation of one molecule with the formula C2H5NS2 at a distorted geometry, from the OMol25 dataset.

Last column: natural (NBO) charge in e.
Positions of all 10 atoms, in Å:
S1 0.922 0.188 -0.539  0.262
S2 -1.665 -0.373 0.970  -0.153
N1 -0.756 -1.647 -1.146  -0.787
C1 -0.570 -0.655 -0.221  -0.110
C2 0.894 1.448 0.794  -0.723
H1 0.946 0.946 1.773  0.242
H2 -1.558 -2.240 -1.087  0.411
H3 0.036 2.128 0.680  0.242
H4 1.806 2.019 0.609  0.225
H5 -0.054 -1.814 -1.833  0.391

Properties
Relative energy (zero: lowest compared OMol25 entry of this formula, charge and spin) (kJ/mol): 0.0
E_LUMO (eV): 0.71
Structure (SMILES): CSC(N)=S